{"formula": "C36H55BN14OS3Tc", "method": "ωB97M-V with the def2-TZVPD basis set", "total_charge": 4, "multiplicity": 4, "energy_ha": -3545.60871, "lumo_energy_ev": [-10.81, -12.03], "relative_energy_kj_mol": 10.18, "elements": ["Tc", "C", "C", "C", "C", "N", "N", "B", "N", "N", "C", "C", "C", "C", "C", "S", "C", "C", "C", "C", "N", "N", "C", "C", "C", "C", "C", "S", "C", "C", "C", "C", "C", "S", "C", "C", "C", "C", "H", "H", "H", "H", "H", "H", "H", "H", "H", "H", "H", "H", "H", "H", "H", "H", "H", "H", "H", "H", "H", "H", "H", "H", "H", "H", "H", "H", "H", "H", "H", "H", "H", "H", "H", "H", "H", "H", "H", "C", "N", "C", "C", "O", "H", "H", "H", "H", "H", "H", "H", "N", "C", "C", "C", "N", "C", "C", "H", "H", "H", "H", "H", "H", "N", "N", "N", "C", "N", "N", "H", "H", "H"], "coordinates": [[1.07932, -0.19077, -2.44939], [1.70679, -5.07554, -0.21994], [1.26850, -3.84251, 0.49556], [1.27559, -3.75003, 1.86756], [0.79720, -2.61626, 2.58435], [0.32090, -1.65914, 1.81129], [0.39726, -1.69833, 0.47966], [-0.27666, -0.45457, 1.02216], [0.38667, 0.90978, 1.08981], [-0.38468, 1.67937, 1.87924], [0.08178, 2.85049, 2.24942], [1.38338, 3.24635, 1.85950], [2.15384, 2.47291, 1.03055], [3.53953, 2.87265, 0.62877], [1.57260, 1.26033, 0.59320], [2.44005, 0.22166, -0.54392], [-0.79018, 3.73761, 3.11246], [-1.00616, 5.06223, 2.36354], [-2.13641, 3.07467, 3.39147], [-0.05137, 3.99375, 4.43679], [-1.76436, -0.43675, 0.79577], [-2.49252, -0.71129, 1.88895], [-3.80305, -0.66195, 1.77430], [-4.39078, -0.35631, 0.52419], [-3.64265, -0.10462, -0.59433], [-4.27346, 0.20795, -1.91364], [-2.23518, -0.14813, -0.41714], [-1.23370, 0.33553, -1.77217], [-4.61470, -0.95781, 3.02848], [-4.39048, -2.42875, 3.40356], [-4.12378, -0.03893, 4.15512], [-6.10899, -0.72178, 2.79935], [0.83289, -2.68855, -0.24414], [0.86830, -2.54618, -1.96339], [0.83217, -2.42186, 4.08192], [1.52325, -1.07349, 4.35102], [-0.61073, -2.38108, 4.60455], [1.60473, -3.55603, 4.75504], [2.10352, -5.80980, 0.47593], [2.46778, -4.84589, -0.96674], [0.85593, -5.51725, -0.74488], [1.65110, -4.58394, 2.44440], [1.77671, 4.18390, 2.23092], [3.78428, 3.84910, 1.03980], [3.63767, 2.90016, -0.45566], [4.27097, 2.15456, 1.00346], [-1.55142, 4.90649, 1.43080], [-0.06971, 5.57551, 2.14014], [-1.59661, 5.73259, 2.98727], [-2.68365, 2.86700, 2.46992], [-2.74067, 3.74798, 3.99772], [-2.02089, 2.13809, 3.93851], [0.85467, 4.58567, 4.30066], [0.21300, 3.06029, 4.93639], [-0.70261, 4.55471, 5.10581], [-5.46907, -0.33711, 0.44686], [-5.35450, 0.12029, -1.84498], [-3.91151, -0.47117, -2.68576], [-4.03050, 1.22491, -2.22616], [-3.34194, -2.63140, 3.61529], [-4.72484, -3.09974, 2.60988], [-4.96854, -2.66142, 4.29741], [-3.06203, -0.18095, 4.35891], [-4.67697, -0.26687, 5.06564], [-4.29636, 1.01161, 3.91396], [-6.53043, -1.39643, 2.05214], [-6.32922, 0.30828, 2.51221], [-6.63420, -0.91446, 3.73367], [0.92603, -0.24045, 3.97146], [2.52262, -1.03156, 3.91357], [1.62757, -0.93988, 5.42678], [-1.18504, -1.57991, 4.13723], [-0.58604, -2.20628, 5.67988], [-1.12342, -3.32835, 4.43353], [2.63587, -3.62563, 4.40413], [1.11540, -4.52233, 4.62468], [1.64161, -3.36227, 5.82597], [-0.14036, -2.47318, -7.24069], [-0.17484, -1.30928, -6.32934], [-0.84144, -0.08948, -6.80432], [0.28768, -1.40904, -5.12541], [0.18955, -0.46446, -4.26218], [0.09554, -2.11911, -8.24017], [-1.11358, -2.96005, -7.24348], [0.62929, -3.16724, -6.91392], [-0.76884, -0.06530, -7.88714], [-0.34441, 0.78073, -6.38541], [-1.89072, -0.10527, -6.51190], [0.76503, -2.35224, -4.85812], [6.77984, -0.73785, -4.97365], [5.54929, -0.67282, -4.49047], [4.98098, -1.72866, -3.73706], [3.72298, -1.61147, -3.23514], [2.92425, -0.51758, -3.41769], [3.46807, 0.48789, -4.16660], [4.71544, 0.45280, -4.70415], [7.35543, -1.55503, -4.84158], [7.17077, 0.00382, -5.53337], [5.53412, -2.64076, -3.55974], [3.30496, -2.42137, -2.65902], [2.83559, 1.33923, -4.35915], [5.05384, 1.28315, -5.30886], [1.82156, 5.18220, -2.66471], [1.31267, 3.95124, -2.99217], [0.21623, 3.83018, -3.71352], [0.03215, 2.52438, -3.69617], [0.98869, 1.90823, -2.98606], [1.80614, 2.85881, -2.52657], [1.45177, 5.86392, -3.32135], [2.83497, 5.13599, -2.66019], [-0.78216, 2.02501, -4.19094]]}

---

{"formula": "C36H55ClOP4Zr", "method": "ωB97M-V with the def2-TZVPD basis set", "total_charge": 2, "energy_ha": -3352.19471, "lumo_energy_ev": -5.42, "relative_energy_kj_mol": 6.14, "elements": ["P", "C", "C", "H", "C", "H", "C", "H", "C", "H", "C", "H", "C", "C", "H", "C", "H", "C", "H", "C", "H", "C", "H", "C", "C", "H", "C", "H", "C", "H", "C", "H", "C", "H", "Zr", "C", "C", "H", "C", "O", "H", "C", "H", "C", "Cl", "P", "P", "C", "H", "H", "H", "C", "H", "H", "H", "C", "H", "H", "H", "C", "H", "H", "H", "C", "H", "H", "H", "C", "H", "H", "H", "P", "C", "C", "H", "H", "H", "H", "H", "H", "C", "H", "H", "H", "H", "C", "C", "C", "C", "H", "H", "H", "H", "H", "H", "H", "H", "H"], "coordinates": [[-2.24911, 1.19089, -1.80442], [-3.96466, 1.54497, -1.39723], [-4.51882, 2.83078, -1.53497], [-3.88883, 3.67295, -1.82719], [-5.88177, 3.03024, -1.29794], [-6.30947, 4.02800, -1.40803], [-6.69513, 1.95583, -0.92535], [-7.76303, 2.11229, -0.74580], [-6.14483, 0.67811, -0.78100], [-6.77306, -0.16382, -0.48833], [-4.78384, 0.47156, -1.01265], [-4.34990, -0.52426, -0.90439], [-1.34237, 2.74851, -1.87418], [-1.25112, 3.52068, -0.70080], [-1.75928, 3.18552, 0.20678], [-0.52660, 4.71456, -0.69616], [-0.43169, 5.28153, 0.23232], [0.05123, 5.18690, -1.87875], [0.59505, 6.13429, -1.87906], [-0.07770, 4.45075, -3.05875], [0.35485, 4.82757, -3.98818], [-0.75845, 3.23009, -3.06053], [-0.86136, 2.66616, -3.99074], [-2.23546, 0.40704, -3.43048], [-3.13816, 0.82365, -4.42929], [-3.83108, 1.64709, -4.23261], [-3.16371, 0.18629, -5.67177], [-3.86067, 0.52086, -6.44104], [-2.29926, -0.88514, -5.92709], [-2.32455, -1.39181, -6.89615], [-1.40384, -1.30940, -4.93982], [-0.72840, -2.14581, -5.12338], [-1.36786, -0.66164, -3.70174], [-0.66724, -0.99476, -2.93198], [0.12963, -1.35391, 1.54728], [2.29484, -0.58145, 0.91544], [2.30745, 0.33936, -0.05066], [3.23867, -0.93913, 1.36755], [0.98750, 0.76278, -0.71679], [1.15923, 0.47463, -2.12399], [0.36282, 0.76104, -2.61047], [-0.21235, 0.06797, -0.17693], [0.83022, 1.85084, -0.56587], [-1.49508, 0.09060, -0.48525], [-2.14501, -2.06014, 2.07193], [0.61832, -3.53865, 0.17006], [0.00001, 0.71824, 3.31964], [0.03030, -5.05247, 1.00277], [-1.03103, -4.93823, 1.25751], [0.58906, -5.22603, 1.93100], [0.15916, -5.91069, 0.32925], [-0.29015, -3.58296, -1.41327], [0.26463, -3.02661, -2.18068], [-1.27321, -3.11086, -1.28859], [-0.42343, -4.62347, -1.74149], [2.30730, -3.96958, -0.36020], [2.99317, -3.98865, 0.49497], [2.66298, -3.20556, -1.06434], [2.31236, -4.95149, -0.85389], [-0.22097, 0.34899, 5.10014], [0.72056, 0.00260, 5.54656], [-0.97429, -0.44055, 5.22111], [-0.56268, 1.25415, 5.62131], [1.36162, 1.93735, 3.36462], [1.43121, 2.44550, 2.39328], [2.31326, 1.42076, 3.54685], [1.19282, 2.68183, 4.15626], [-1.44422, 1.78275, 3.00090], [-2.27673, 1.15838, 2.65237], [-1.20471, 2.51986, 2.22406], [-1.73146, 2.29785, 3.92793], [3.78901, 1.13836, -0.76253], [5.15375, 0.89290, 0.36290], [3.38089, 2.87801, -0.94622], [5.34346, -0.18051, 0.49750], [4.93445, 1.35201, 1.33662], [6.04337, 1.37000, -0.07096], [2.58133, 3.01123, -1.68745], [4.27845, 3.41594, -1.27758], [3.04821, 3.28501, 0.01877], [4.12141, 0.40346, -2.36244], [4.15908, -0.68891, -2.26027], [5.08273, 0.77605, -2.73583], [3.30895, 0.66545, -3.05110], [-2.21296, -0.53740, 0.07058], [3.16859, -3.74305, 3.50635], [1.73642, -3.56011, 3.99500], [1.71925, -3.53227, 5.53108], [1.05426, -2.28467, 3.45897], [3.76566, -2.83737, 3.67416], [3.21349, -3.99223, 2.44115], [3.65161, -4.56438, 4.05428], [1.14454, -4.42724, 3.66452], [2.23481, -2.63961, 5.90943], [0.69530, -3.51652, 5.91773], [2.22012, -4.40979, 5.95410], [0.07768, -2.22267, 3.97558], [1.67442, -1.43725, 3.79599]]}

---

{"formula": "C36H57CaF5O6PS", "method": "ωB97M-V with the def2-TZVPD basis set", "total_charge": 1, "energy_ha": -3773.70818, "lumo_energy_ev": -2.14, "elements": ["Ca", "C", "C", "O", "C", "C", "O", "C", "C", "O", "C", "C", "O", "C", "C", "O", "C", "C", "O", "H", "H", "H", "H", "H", "H", "H", "H", "H", "H", "H", "H", "H", "H", "H", "H", "H", "H", "H", "H", "H", "H", "H", "H", "F", "C", "C", "F", "C", "F", "C", "S", "C", "F", "C", "F", "C", "C", "C", "C", "C", "C", "P", "C", "C", "C", "C", "C", "C", "C", "C", "C", "C", "C", "C", "H", "H", "H", "H", "H", "H", "H", "H", "H", "H", "H", "H", "H", "H", "H", "H", "H", "H", "H", "H", "H", "H", "H", "H", "H", "H", "H", "H", "H", "H", "H", "H", "H"], "coordinates": [[0.22242, -0.13050, -0.00815], [-3.04891, -0.40863, -0.38714], [-2.75193, 1.05918, -0.59701], [-1.36791, 1.23921, -0.97520], [-1.08079, 1.78422, -2.28668], [-0.01134, 0.93650, -2.95239], [1.04372, 0.54374, -2.03839], [2.16843, 1.42293, -1.93356], [1.88161, 2.57527, -0.99194], [1.35954, 1.99999, 0.21464], [0.65919, 2.91433, 1.06190], [0.31051, 2.18452, 2.33997], [-0.23573, 0.90490, 1.97579], [-0.91657, 0.18056, 3.01774], [-0.40822, -1.26166, 3.08362], [0.01354, -1.74688, 1.79973], [-0.77520, -2.82068, 1.24944], [-2.14173, -2.30172, 0.81041], [-1.94697, -0.96301, 0.36013], [-3.13705, -0.91609, -1.35054], [-3.97543, -0.51553, 0.18224], [-2.90601, 1.62722, 0.32157], [-3.41098, 1.44811, -1.37183], [-0.79615, 2.82843, -2.16163], [-1.96769, 1.73091, -2.91676], [0.40821, 1.45672, -3.81470], [-0.49232, 0.02276, -3.29497], [2.46580, 1.78796, -2.91659], [2.97237, 0.82172, -1.52041], [1.15321, 3.27413, -1.40721], [2.80268, 3.12327, -0.78027], [-0.24056, 3.26083, 0.54632], [1.28499, 3.77591, 1.30144], [-0.42346, 2.76472, 2.90108], [1.19642, 2.03316, 2.96011], [-1.98301, 0.22172, 2.80702], [-0.73346, 0.65894, 3.98033], [-1.20147, -1.89519, 3.48189], [0.44482, -1.33542, 3.75016], [-0.88599, -3.62641, 1.97397], [-0.21188, -3.19167, 0.39919], [-2.86880, -2.30005, 1.62625], [-2.53380, -2.92715, 0.00479], [-1.93338, -6.49399, -2.65598], [-2.11856, -5.19484, -2.89817], [-1.35860, -4.24334, -2.26340], [-0.42834, -4.63779, -1.36692], [-1.55881, -2.89608, -2.52585], [-0.73506, -2.04024, -1.82927], [-2.54387, -2.40003, -3.37057], [-2.90132, -0.72023, -3.63519], [-3.29134, -3.41507, -3.99581], [-4.26647, -3.08186, -4.83691], [-3.09336, -4.76374, -3.77994], [-3.84784, -5.66641, -4.40421], [7.09689, 1.37894, -0.09262], [5.76503, 2.08476, 0.14014], [4.79628, 1.15870, 0.88823], [4.85704, -0.30815, 0.37094], [5.45717, -0.33836, -1.04314], [6.91503, 0.13906, -0.99520], [3.21172, -1.15393, 0.60813], [3.30111, -2.75159, -0.33442], [4.60468, -3.58031, -0.22077], [4.87226, -4.42205, -1.47681], [3.56844, -4.98456, -2.02773], [2.67605, -3.85050, -2.55913], [2.90802, -2.52602, -1.81049], [3.30289, -1.66929, 2.39086], [4.57898, -2.42263, 2.86363], [5.29206, -1.71289, 4.01452], [4.36751, -1.45576, 5.20759], [2.98166, -0.92420, 4.76943], [2.99940, -0.47495, 3.30983], [7.50186, 1.08218, 0.87986], [7.82397, 2.06317, -0.52960], [5.34225, 2.39378, -0.82310], [5.91102, 2.99846, 0.71869], [3.77458, 1.54558, 0.82515], [5.06367, 1.17763, 1.94743], [5.56023, -0.85829, 1.00058], [4.88841, 0.30785, -1.71568], [5.42524, -1.33465, -1.47528], [7.25261, 0.35276, -2.01113], [7.54006, -0.67892, -0.62860], [2.48524, -3.33569, 0.11404], [4.52617, -4.24624, 0.64064], [5.46625, -2.93841, -0.03222], [5.57339, -5.22016, -1.23121], [5.35683, -3.81089, -2.24666], [3.05256, -5.52748, -1.22830], [3.75919, -5.71081, -2.81756], [1.62837, -4.14102, -2.48085], [2.87477, -3.69066, -3.62112], [2.01045, -1.90791, -1.88465], [3.69429, -1.96082, -2.31148], [2.44675, -2.34588, 2.48468], [5.28908, -2.55705, 2.05239], [4.30355, -3.43269, 3.18108], [5.71562, -0.76906, 3.65497], [6.14077, -2.31845, 4.33448], [4.84378, -0.74819, 5.88749], [4.24402, -2.38319, 5.77021], [2.66606, -0.10290, 5.41613], [2.23522, -1.71742, 4.88668], [3.75348, 0.30646, 3.18993], [2.04788, -0.02334, 3.01794]]}